Entry 1:
{
  "formula": "C38H28BF2GaN5O4Si",
  "method": "wB97M-V/def2-TZVPD",
  "species": ["Ga", "C", "O", "C", "C", "C", "C", "C", "C", "N", "N", "C", "C", "O", "C", "C", "C", "C", "C", "C", "C", "C", "H", "H", "H", "H", "H", "H", "H", "H", "H", "H", "H", "H", "H", "O", "N", "C", "C", "N", "C", "N", "F", "B", "F", "O", "Si", "C", "C", "C", "C", "C", "C", "C", "C", "C", "C", "C", "C", "C", "C", "C", "C", "C", "C", "H", "H", "H", "H", "H", "H", "H", "H", "H", "H", "H", "H", "H", "H", "H"],
  "coordinates": [[-1.00, 2.44, -1.66], [0.56, 5.89, -1.31], [0.78, 4.50, -1.22], [1.96, 4.06, -0.68], [2.84, 4.88, 0.01], [4.02, 4.36, 0.52], [4.31, 3.01, 0.36], [3.41, 2.19, -0.31], [2.24, 2.70, -0.84], [1.30, 1.92, -1.60], [1.78, 0.82, -1.99], [1.06, 0.04, -2.84], [0.01, 0.55, -3.66], [-0.48, 1.73, -3.56], [-0.47, -0.31, -4.72], [-0.03, -1.58, -4.86], [0.99, -2.12, -4.02], [1.45, -3.44, -4.18], [2.45, -3.95, -3.38], [3.01, -3.13, -2.39], [2.57, -1.84, -2.21], [1.55, -1.30, -3.02], [1.41, 6.40, -1.77], [0.37, 6.33, -0.33], [-0.32, 6.02, -1.94], [2.61, 5.93, 0.14], [4.70, 5.00, 1.06], [5.21, 2.59, 0.77], [3.61, 1.13, -0.44], [-1.25, 0.09, -5.35], [-0.45, -2.22, -5.63], [1.00, -4.06, -4.95], [2.79, -4.97, -3.51], [3.79, -3.52, -1.75], [2.99, -1.22, -1.43], [-3.41, 1.00, -0.60], [-4.66, 1.01, -1.00], [-5.23, 0.10, -1.73], [-6.62, 0.40, -2.01], [-7.73, 0.61, -2.23], [-4.77, -1.14, -2.32], [-4.53, -2.09, -2.91], [-3.16, -1.31, -0.24], [-2.46, -0.20, -0.69], [-2.05, -0.34, -2.01], [-1.33, 0.16, 0.13], [-0.86, -0.59, 1.51], [-2.00, -0.17, 2.94], [-1.60, -0.39, 4.26], [-2.43, -0.08, 5.33], [-3.68, 0.47, 5.09], [-4.09, 0.71, 3.79], [-3.26, 0.39, 2.72], [0.83, 0.02, 2.05], [0.97, 1.29, 2.63], [2.16, 1.69, 3.20], [3.26, 0.83, 3.20], [3.16, -0.41, 2.60], [1.95, -0.81, 2.03], [-0.73, -2.43, 1.24], [-0.87, -3.34, 2.29], [-0.70, -4.70, 2.07], [-0.40, -5.17, 0.80], [-0.26, -4.28, -0.25], [-0.43, -2.92, -0.03], [-0.61, -0.79, 4.46], [-2.09, -0.26, 6.34], [-4.33, 0.72, 5.92], [-5.07, 1.14, 3.59], [-3.59, 0.58, 1.71], [0.11, 1.96, 2.67], [2.24, 2.67, 3.65], [4.19, 1.14, 3.65], [4.01, -1.08, 2.58], [1.88, -1.79, 1.58], [-1.12, -2.99, 3.28], [-0.82, -5.40, 2.89], [-0.27, -6.24, 0.63], [-0.03, -4.64, -1.25], [-0.33, -2.24, -0.87]],
  "homo_lumo_gap_ev": 6.845,
  "e_lumo_ha": 0.0701,
  "e_above_lowest_ev": 2.122,
  "charge": -1,
  "homo_ev": -4.94
}

---

Entry 2:
{
  "formula": "C3H2FLiO3Sm",
  "method": "wB97M-V/def2-TZVPD",
  "species": ["O", "C", "C", "O", "O", "C", "Li", "F", "H", "H", "Sm"],
  "coordinates": [[-0.19, -1.94, -1.15], [0.76, -1.40, -0.70], [-1.32, 0.89, -0.62], [-0.27, 0.62, 0.06], [1.89, -1.14, -0.55], [-2.58, 0.39, -0.53], [-2.05, -1.63, -1.65], [-1.04, 1.67, -1.69], [-3.36, 0.80, -1.17], [-2.84, -0.21, 0.34], [1.84, 2.12, 0.87]],
  "homo_lumo_gap_ev": [6.365, 6.571],
  "e_lumo_ha": [-0.3435, -0.3363],
  "multiplicity": 7,
  "e_above_lowest_ev": 0.000,
  "charge": 2,
  "homo_ev": [-15.71, -15.72]
}

---

Entry 3:
{
  "formula": "C21H26N2O7",
  "method": "wB97M-V/def2-TZVPD",
  "species": ["C", "C", "O", "C", "C", "C", "C", "C", "O", "N", "C", "C", "O", "O", "C", "C", "C", "O", "N", "C", "C", "C", "C", "C", "O", "C", "C", "O", "C", "C", "H", "H", "H", "H", "H", "H", "H", "H", "H", "H", "H", "H", "H", "H", "H", "H", "H", "H", "H", "H", "H", "H", "H", "H", "H", "H"],
  "coordinates": [[4.53, 3.23, -0.03], [5.12, 2.11, 0.81], [4.73, 0.82, 0.36], [3.47, 0.39, 0.60], [2.52, 1.01, 1.40], [1.27, 0.46, 1.56], [0.91, -0.72, 0.92], [-0.47, -1.19, 1.11], [-1.25, -0.64, 1.87], [-0.85, -2.30, 0.41], [-2.22, -2.76, 0.50], [-3.12, -1.83, -0.33], [-3.03, -1.70, -1.52], [-3.95, -1.17, 0.47], [-4.77, -0.14, -0.11], [-5.98, 0.06, 0.79], [-4.00, 1.18, -0.24], [-4.41, 2.06, -0.97], [-2.91, 1.30, 0.54], [-1.99, 2.39, 0.37], [-0.82, 2.00, -0.47], [0.37, 2.62, -0.72], [1.07, 1.78, -1.63], [0.26, 0.72, -1.85], [-0.89, 0.84, -1.15], [1.87, -1.37, 0.14], [3.13, -0.84, -0.03], [4.13, -1.37, -0.79], [3.97, -2.65, -1.37], [4.11, -3.78, -0.36], [4.82, 3.10, -1.07], [3.44, 3.22, 0.02], [4.90, 4.19, 0.32], [6.21, 2.10, 0.71], [4.88, 2.24, 1.87], [2.76, 1.94, 1.90], [0.53, 0.95, 2.18], [-0.35, -2.55, -0.42], [-2.54, -2.72, 1.54], [-2.28, -3.77, 0.11], [-5.07, -0.44, -1.12], [-5.66, 0.30, 1.79], [-6.58, 0.88, 0.39], [-6.58, -0.85, 0.82], [-2.58, 0.51, 1.09], [-1.65, 2.74, 1.35], [-2.55, 3.20, -0.12], [0.70, 3.56, -0.32], [2.04, 1.95, -2.05], [0.36, -0.15, -2.47], [1.63, -2.31, -0.34], [3.01, -2.72, -1.91], [4.77, -2.71, -2.10], [5.08, -3.72, 0.13], [4.03, -4.74, -0.87], [3.34, -3.73, 0.41]],
  "homo_lumo_gap_ev": 8.689,
  "e_lumo_ha": 0.0199,
  "e_above_lowest_ev": 2.301,
  "charge": 0,
  "homo_ev": -8.15,
  "smiles": "CCOc1ccc(C(=O)NCC(=O)O[C@@H](C)C(=O)NCc2ccco2)cc1OCC"
}

---

Entry 4:
{
  "formula": "C20H18N6O3",
  "method": "wB97M-V/def2-TZVPD",
  "species": ["C", "N", "C", "C", "C", "C", "C", "N", "C", "O", "C", "C", "C", "C", "O", "C", "O", "N", "C", "C", "N", "C", "C", "C", "C", "N", "C", "C", "N", "H", "H", "H", "H", "H", "H", "H", "H", "H", "H", "H", "H", "H", "H", "H", "H", "H", "H"],
  "coordinates": [[-2.71, 0.83, -2.06], [-2.43, 0.73, -0.62], [-1.32, 1.22, 0.00], [-0.29, 1.88, -0.66], [0.80, 2.19, 0.09], [2.02, 2.82, -0.61], [3.13, 1.77, -0.73], [2.67, 0.57, -1.36], [2.42, -0.66, -0.70], [2.86, -0.85, 0.43], [1.47, -1.61, -1.25], [1.28, -2.88, -0.66], [0.33, -3.79, -1.20], [-0.47, -3.39, -2.25], [-1.45, -4.04, -2.92], [-1.87, -3.08, -3.81], [-2.85, -3.31, -4.68], [-1.20, -1.93, -3.81], [-0.30, -2.14, -2.81], [0.64, -1.25, -2.33], [0.80, 1.94, 1.39], [-0.25, 1.31, 1.97], [-0.31, 1.16, 3.46], [-1.47, 0.67, 4.07], [-1.46, 0.45, 5.46], [-0.37, 0.58, 6.24], [0.75, 1.06, 5.64], [0.78, 1.39, 4.30], [-1.33, 0.94, 1.30], [-2.84, 1.87, -2.34], [-3.60, 0.24, -2.35], [-1.87, 0.44, -2.60], [-3.07, 0.23, 0.00], [-0.30, 2.02, -1.74], [2.32, 3.62, 0.04], [1.80, 3.27, -1.56], [3.50, 1.53, 0.29], [3.98, 2.23, -1.28], [2.14, 0.62, -2.23], [1.91, -3.13, 0.21], [0.18, -4.74, -0.71], [-3.22, -4.18, -4.41], [0.59, -0.29, -2.81], [-2.35, 0.49, 3.52], [-2.36, 0.13, 5.97], [1.63, 1.23, 6.24], [1.68, 1.83, 3.86]],
  "homo_lumo_gap_ev": 8.682,
  "e_lumo_ha": 0.0044,
  "e_above_lowest_ev": 0.000,
  "charge": 0,
  "homo_ev": -8.56,
  "smiles": "CNc1cc(CCNC(=O)c2ccc3oc(O)nc3c2)nc(-c2ccncc2)n1"
}

---

Entry 5:
{
  "formula": "C13H30AgBrN2O2",
  "method": "wB97M-V/def2-TZVPD",
  "species": ["Ag", "Br", "C", "C", "C", "O", "C", "N", "H", "H", "H", "H", "H", "H", "H", "H", "H", "H", "H", "C", "C", "C", "C", "C", "C", "N", "O", "C", "C", "C", "H", "H", "H", "H", "H", "H", "H", "H", "H", "H", "H", "H", "H", "H", "H", "H", "H", "H", "H"],
  "coordinates": [[6.61, -0.12, 9.19], [3.65, -1.18, 6.15], [0.11, -6.78, 3.07], [-1.17, -6.00, 3.32], [-2.49, -6.71, 2.91], [-2.49, -7.17, 1.55], [-2.19, -6.28, 0.47], [-1.23, -5.64, 4.72], [0.28, -7.11, 2.05], [0.14, -7.73, 3.60], [1.03, -6.22, 3.22], [-1.12, -5.08, 2.74], [-3.38, -6.09, 3.05], [-2.63, -7.56, 3.57], [-2.66, -5.32, 0.72], [-2.67, -6.63, -0.44], [-1.11, -6.20, 0.35], [-0.44, -5.01, 4.65], [-1.97, -4.96, 4.81], [-0.52, 5.12, -3.15], [0.14, 3.77, -3.27], [1.64, 4.00, -3.42], [2.31, 4.39, -2.13], [2.01, 3.36, -1.03], [0.49, 3.14, -0.77], [-0.15, 2.94, -2.10], [-1.48, 2.46, -1.93], [0.50, 1.80, -0.02], [-0.21, 4.18, 0.11], [-0.29, 3.02, -4.56], [-0.37, 5.68, -4.07], [-0.23, 5.66, -2.25], [-1.60, 4.99, -3.06], [2.09, 3.06, -3.73], [1.83, 4.73, -4.20], [2.01, 5.36, -1.74], [3.37, 4.42, -2.40], [2.41, 3.85, -0.14], [2.62, 2.49, -1.21], [0.87, 1.81, 1.01], [-0.52, 1.44, 0.05], [1.09, 1.03, -0.52], [-1.30, 4.11, 0.13], [0.18, 4.16, 1.13], [0.03, 5.19, -0.23], [-0.03, 3.47, -5.51], [-1.37, 2.87, -4.64], [0.13, 2.02, -4.53], [-1.87, 3.24, -1.52]],
  "homo_lumo_gap_ev": [1.748, 1.754],
  "e_lumo_ha": [-0.2826, -0.2824],
  "multiplicity": 2,
  "charge": 1,
  "homo_ev": [-9.44, -9.44]
}

---

Entry 6:
{
  "formula": "C17H16MgN2O5",
  "method": "wB97M-V/def2-TZVPD",
  "species": ["Mg", "C", "O", "C", "O", "C", "O", "C", "O", "C", "H", "H", "C", "H", "H", "C", "N", "N", "C", "O", "C", "C", "C", "C", "C", "C", "C", "C", "C", "H", "H", "H", "H", "H", "H", "H", "H", "H", "H", "H", "H"],
  "coordinates": [[-0.29, -2.15, -2.92], [1.30, -2.26, 0.19], [2.28, -2.36, 0.77], [1.93, -3.46, -2.18], [2.89, -4.07, -2.07], [1.81, -0.91, -2.65], [2.75, -0.34, -3.02], [-0.48, -3.40, -0.88], [-0.54, -4.32, -0.18], [-1.37, -2.74, -4.62], [-2.31, -3.07, -4.16], [-1.34, -1.73, -5.05], [-0.35, -3.63, -4.83], [0.54, -3.36, -5.42], [-0.44, -4.68, -4.54], [-1.13, 2.87, 2.60], [-1.42, 1.89, 1.58], [-0.52, 1.05, 1.01], [-1.14, 0.40, -0.09], [-0.52, -0.38, -0.88], [-2.48, 0.90, -0.03], [-2.62, 1.78, 1.01], [-3.82, 2.52, 1.50], [0.84, 1.12, 1.49], [1.16, 0.77, 2.84], [2.49, 0.98, 3.28], [3.50, 1.38, 2.39], [3.18, 1.54, 1.04], [1.86, 1.43, 0.57], [-2.05, 3.44, 2.76], [-0.37, 3.60, 2.33], [-0.87, 2.44, 3.56], [-3.26, 0.56, -0.66], [-4.04, 2.29, 2.55], [-3.71, 3.60, 1.40], [-4.68, 2.21, 0.90], [0.36, 0.47, 3.53], [2.73, 0.78, 4.32], [4.54, 1.39, 2.72], [3.96, 1.79, 0.32], [1.58, 1.66, -0.47]],
  "homo_lumo_gap_ev": 5.479,
  "e_lumo_ha": -0.3021,
  "e_above_lowest_ev": 1.633,
  "charge": 2,
  "homo_ev": -13.70
}

---

Entry 7:
{
  "formula": "C4H5ClN2O",
  "method": "wB97M-V/def2-TZVPD",
  "species": ["O", "C", "C", "C", "Cl", "C", "N", "N", "H", "H", "H", "H", "H"],
  "coordinates": [[-1.18, 0.83, -2.34], [-0.64, 0.50, -1.29], [-0.98, -0.80, -0.62], [-0.47, -1.09, 0.53], [-0.90, -2.41, 1.44], [0.42, -0.17, 1.30], [1.31, 0.60, 0.25], [0.51, 1.23, -0.78], [-1.68, -1.41, -1.34], [1.18, -0.74, 1.93], [-0.38, 0.43, 1.87], [1.81, 1.38, 0.75], [0.99, 1.65, -1.71]],
  "homo_lumo_gap_ev": 9.228,
  "e_lumo_ha": 0.0163,
  "e_above_lowest_ev": 2.629,
  "charge": 0,
  "homo_ev": -8.78,
  "smiles": "O=C1C=C(Cl)CNN1"
}

---

Entry 8:
{
  "formula": "C2H9N2O3",
  "method": "wB97M-V/def2-TZVPD",
  "species": ["C", "C", "N", "N", "O", "O", "O", "H", "H", "H", "H", "H", "H", "H", "H", "H"],
  "coordinates": [[-0.18, -0.25, -0.98], [0.86, 0.63, 1.26], [-0.22, 1.31, 1.65], [-1.67, -1.08, -1.10], [0.75, -1.23, -1.21], [1.12, -0.56, 1.77], [1.78, 1.22, 0.58], [-0.16, 0.48, -1.88], [-0.46, 2.18, 1.15], [-0.75, 0.82, 2.41], [-2.38, -0.29, -1.13], [-1.68, -1.74, -1.85], [-1.46, -1.51, -0.17], [1.08, -1.19, -2.08], [1.92, -0.88, 1.37], [1.47, 2.07, 0.21]],
  "homo_lumo_gap_ev": 8.028,
  "e_lumo_ha": -0.1172,
  "e_above_lowest_ev": 3.014,
  "charge": 1,
  "homo_ev": -11.22
}

---

Entry 9:
{
  "formula": "C3H13NO2S",
  "method": "wB97M-V/def2-TZVPD",
  "species": ["C", "C", "N", "C", "S", "H", "H", "H", "H", "H", "H", "H", "H", "H", "O", "H", "H", "O", "H", "H"],
  "coordinates": [[0.94, 0.92, -3.69], [-0.46, 0.28, -3.18], [-0.39, -1.13, -3.46], [-0.47, 0.51, -1.69], [-1.75, -0.28, -0.51], [0.81, 2.18, -3.85], [1.12, 0.54, -4.74], [1.71, 0.41, -2.90], [-1.31, 0.84, -3.64], [-0.80, -1.43, -4.31], [-0.95, -1.49, -2.62], [0.55, -0.01, -1.55], [-0.56, 1.45, -1.27], [-2.70, 0.38, -1.30], [0.01, -0.94, 5.66], [0.88, -1.37, 5.32], [-0.51, -1.64, 6.14], [3.16, 0.96, 5.23], [3.62, 1.75, 5.51], [3.45, 0.30, 5.87]],
  "homo_lumo_gap_ev": 9.919,
  "e_lumo_ha": 0.0277,
  "e_above_lowest_ev": 2.519,
  "charge": 0,
  "homo_ev": -9.16,
  "smiles": "C[C@@H](N)CS.O.O"
}

---

Entry 10:
{
  "formula": "C6H13NO",
  "method": "wB97M-V/def2-TZVPD",
  "species": ["C", "C", "O", "N", "C", "C", "C", "C", "H", "H", "H", "H", "H", "H", "H", "H", "H", "H", "H", "H", "H"],
  "coordinates": [[-0.31, -1.24, 2.94], [0.66, -0.96, 1.83], [1.55, -1.75, 1.54], [0.51, 0.25, 1.21], [0.94, 0.50, -0.16], [-0.08, 0.15, -1.23], [0.55, 0.36, -2.62], [-1.40, 0.91, -1.04], [-1.33, -1.00, 2.66], [-0.10, -0.73, 3.88], [-0.30, -2.30, 3.17], [-0.38, 0.67, 1.43], [1.22, 1.56, -0.20], [1.92, 0.03, -0.31], [-0.26, -0.92, -1.06], [0.25, 1.29, -3.09], [0.14, -0.41, -3.28], [1.63, 0.22, -2.59], [-1.53, 1.61, -1.88], [-1.40, 1.51, -0.14], [-2.26, 0.25, -1.05]],
  "homo_lumo_gap_ev": 10.448,
  "e_lumo_ha": 0.0326,
  "e_above_lowest_ev": 0.383,
  "charge": 0,
  "homo_ev": -9.56,
  "smiles": "CC(=O)NCC(C)C"
}

---

Entry 11:
{
  "formula": "C27H21NO3",
  "method": "wB97M-V/def2-TZVPD",
  "species": ["C", "C", "C", "C", "C", "C", "C", "C", "C", "C", "C", "C", "C", "C", "C", "C", "C", "C", "C", "C", "C", "H", "H", "H", "H", "H", "H", "H", "H", "H", "H", "H", "H", "H", "H", "H", "H", "H", "O", "C", "C", "C", "C", "N", "O", "O", "C", "C", "H", "H", "H", "H"],
  "coordinates": [[-6.53, -1.08, 0.19], [-5.89, -0.79, 1.41], [-4.50, -0.72, 1.47], [-3.72, -0.98, 0.33], [-2.26, -0.87, 0.37], [-1.66, 0.11, 1.18], [-0.31, 0.32, 1.36], [0.27, 1.19, 2.34], [1.68, 1.19, 2.54], [2.27, 1.99, 3.50], [1.48, 2.84, 4.28], [0.09, 2.85, 4.12], [-0.52, 2.03, 3.17], [-1.49, -1.81, -0.44], [-0.32, -1.42, -1.11], [0.44, -2.34, -1.81], [0.07, -3.69, -1.85], [-1.13, -4.09, -1.24], [-1.92, -3.16, -0.57], [-4.38, -1.34, -0.88], [-5.77, -1.35, -0.96], [-7.62, -1.09, 0.14], [-6.48, -0.61, 2.32], [-4.00, -0.51, 2.42], [-2.34, 0.74, 1.76], [0.41, -0.24, 0.77], [2.28, 0.56, 1.88], [3.36, 1.97, 3.62], [1.95, 3.50, 5.02], [-0.54, 3.51, 4.72], [-1.60, 2.03, 3.05], [-0.02, -0.37, -1.09], [1.32, -1.99, -2.36], [0.69, -4.41, -2.37], [-1.45, -5.13, -1.28], [-2.86, -3.47, -0.12], [-3.79, -1.57, -1.77], [-6.26, -1.56, -1.91], [1.78, 1.12, -0.56], [2.65, 1.23, -1.47], [3.34, 0.07, -2.05], [4.59, 0.20, -2.59], [5.13, 1.50, -2.75], [6.54, 1.64, -2.92], [7.03, 2.79, -2.99], [7.23, 0.60, -2.97], [4.34, 2.66, -2.54], [3.11, 2.53, -1.97], [2.90, -0.91, -1.90], [5.19, -0.65, -2.89], [4.76, 3.62, -2.83], [2.48, 3.40, -1.78]],
  "homo_lumo_gap_ev": 3.325,
  "e_lumo_ha": -0.1124,
  "e_above_lowest_ev": 0.332,
  "charge": 0,
  "homo_ev": -6.38
}

---

Entry 12:
{
  "formula": "C4H11NS",
  "method": "wB97M-V/def2-TZVPD",
  "species": ["C", "C", "S", "C", "N", "C", "H", "H", "H", "H", "H", "H", "H", "H", "H", "H", "H"],
  "coordinates": [[0.06, 0.95, 1.54], [1.01, -0.04, 1.51], [0.24, -2.29, -1.60], [-0.85, 1.09, 0.43], [-0.20, 1.77, -0.68], [0.49, 1.01, -1.67], [-1.31, -2.66, 1.85], [-1.39, -1.99, 2.11], [1.65, -0.16, 2.37], [1.37, -0.59, 0.62], [-0.38, -3.43, -1.46], [-1.29, 0.07, 0.04], [-1.81, 1.59, 0.69], [0.47, 2.34, -0.17], [-0.13, 0.13, -1.85], [1.38, 0.55, -1.27], [0.69, 1.65, -2.48]],
  "homo_lumo_gap_ev": 3.772,
  "e_lumo_ha": -0.1461,
  "e_above_lowest_ev": 8.606,
  "charge": 0,
  "homo_ev": -7.75
}